C44H51KN7P2S2 as an isolated structure, computed with ωB97M-V with the def2-TZVPD basis set.

```
107
Properties=species:S:1:pos:R:3
K 1.565 0.869 0.047
N 2.096 3.792 -0.088
C 3.020 3.931 -1.216
C 2.392 3.400 -2.494
N 2.127 1.968 -2.435
C 3.154 1.087 -2.996
C 3.873 0.220 -1.967
N 2.987 -0.837 -1.449
H 1.316 4.433 -0.207
H 2.564 4.049 0.772
H 3.920 3.358 -0.980
H 3.342 4.970 -1.377
H 3.027 3.660 -3.353
H 1.435 3.909 -2.649
H 1.232 1.754 -2.858
H 3.905 1.673 -3.537
H 2.692 0.420 -3.734
H 4.190 0.849 -1.129
H 4.783 -0.193 -2.422
H 3.513 -1.441 -0.822
H 2.681 -1.429 -2.218
N 4.221 1.282 4.659
C 4.854 2.547 4.622
C 5.286 3.138 5.796
C 5.917 4.373 5.760
C 6.091 5.032 4.555
C 5.626 4.455 3.382
C 5.028 3.206 3.408
S 4.479 2.441 1.919
N 3.367 1.271 2.454
C 3.397 0.842 3.648
C 2.463 -0.275 3.979
C 2.789 -1.227 4.935
C 1.887 -2.253 5.180
C 0.703 -2.276 4.461
C 0.485 -1.282 3.515
N 1.340 -0.304 3.265
H 3.982 0.964 5.589
H 5.140 2.628 6.740
H 6.266 4.819 6.679
H 6.578 5.994 4.523
H 5.736 4.972 2.441
H 3.740 -1.214 5.449
H 2.114 -3.016 5.911
H -0.037 -3.046 4.610
H -0.432 -1.290 2.931
C -5.640 -4.636 -2.732
S -3.984 -5.192 -2.312
C -3.117 -3.621 -2.480
C -1.651 -3.808 -2.132
C -0.834 -2.521 -2.183
N -1.421 -1.354 -1.471
P -0.907 -1.192 0.209
C -2.349 -0.377 0.951
C -2.108 0.395 2.082
C -3.160 1.012 2.744
C -4.455 0.868 2.269
C -4.698 0.112 1.130
C -3.649 -0.512 0.476
C -1.015 -2.857 0.908
C 0.182 -3.554 1.049
C 0.188 -4.856 1.526
C -1.010 -5.459 1.886
C -2.203 -4.755 1.789
C -2.205 -3.457 1.309
P -0.829 0.075 -2.314
C -1.634 -0.117 -3.934
C -0.981 0.423 -5.036
C -1.549 0.349 -6.299
C -2.766 -0.290 -6.472
C -3.418 -0.849 -5.380
C -2.857 -0.759 -4.118
C -1.809 1.458 -1.608
C -3.143 1.693 -1.937
C -3.829 2.769 -1.400
C -3.192 3.637 -0.525
C -1.863 3.427 -0.195
C -1.180 2.350 -0.737
H -6.305 -5.493 -2.668
H -5.682 -4.246 -3.748
H -5.991 -3.876 -2.036
H -3.566 -2.888 -1.805
H -3.226 -3.247 -3.502
H -1.190 -4.498 -2.845
H -1.575 -4.287 -1.160
H -0.743 -2.226 -3.235
H 0.189 -2.720 -1.835
H -1.092 0.535 2.440
H -2.965 1.611 3.621
H -5.276 1.346 2.783
H -5.705 0.010 0.753
H -3.828 -1.091 -0.420
H 1.116 -3.076 0.778
H 1.119 -5.393 1.622
H -1.014 -6.477 2.249
H -3.134 -5.223 2.072
H -3.144 -2.915 1.234
H -0.018 0.903 -4.913
H -1.035 0.778 -7.147
H -3.205 -0.360 -7.456
H -4.365 -1.353 -5.515
H -3.362 -1.194 -3.266
H -3.657 1.033 -2.624
H -4.863 2.931 -1.667
H -3.730 4.476 -0.107
H -1.361 4.091 0.497
H -0.140 2.224 -0.454
```

Output
LUMO ... -1.970 eV
Molecular weight ... 843.12 g/mol
Gap between HOMO and LUMO ... 7.83 eV
Total charge ... +1
Energy relative to the best compared isomer or geometry (same formula, charge and spin) ... 97.9 kJ/mol